(1)
A molecular structure, C34H37BaIN5O3P2S, computed with ωB97M-V/def2-TZVPD.

Geometry (Å):
Ba  -0.157  -0.670  0.682
O  -2.166  0.865  0.757
P  -3.309  0.670  1.721
C  -3.091  -0.734  2.856
P  -1.625  -0.889  3.948
O  -0.419  -1.270  3.132
C  -2.108  -2.130  5.142
C  -1.731  -2.001  6.479
C  -2.034  -3.009  7.382
C  -2.705  -4.145  6.954
C  -3.070  -4.283  5.622
C  -2.770  -3.282  4.714
C  -1.393  0.652  4.808
C  -2.393  1.182  5.625
C  -2.176  2.379  6.283
C  -0.961  3.043  6.132
C  0.028  2.517  5.318
C  -0.183  1.318  4.648
C  -3.600  2.152  2.687
C  -2.591  3.112  2.720
C  -2.789  4.290  3.425
C  -3.987  4.509  4.089
C  -4.993  3.552  4.056
C  -4.803  2.373  3.353
C  -4.824  0.292  0.834
C  -4.918  0.810  -0.458
C  -6.066  0.603  -1.207
C  -7.122  -0.123  -0.674
C  -7.031  -0.645  0.608
C  -5.886  -0.439  1.364
H  -3.041  -1.609  2.195
H  -3.996  -0.819  3.462
H  -1.204  -1.117  6.814
H  -1.743  -2.907  8.419
H  -2.941  -4.929  7.661
H  -3.584  -5.175  5.290
H  -3.044  -3.408  3.674
H  -3.331  0.655  5.761
H  -2.946  2.794  6.919
H  -0.790  3.974  6.657
H  0.975  3.031  5.211
H  0.585  0.898  4.013
H  -1.667  2.930  2.184
H  -2.010  5.041  3.449
H  -4.142  5.434  4.630
H  -5.930  3.730  4.565
H  -5.603  1.643  3.304
H  -4.087  1.367  -0.872
H  -6.138  1.013  -2.206
H  -8.018  -0.283  -1.258
H  -7.851  -1.216  1.022
H  -5.836  -0.862  2.359
I  1.534  -1.800  -1.915
N  -2.245  -2.376  -0.184
C  -2.415  -2.575  -1.315
N  -2.647  -2.830  -2.581
C  -3.483  -1.895  -3.349
C  -4.090  -2.659  -4.510
O  -3.087  -3.276  -5.288
C  -2.363  -4.230  -4.530
C  -1.642  -3.566  -3.373
H  -2.863  -1.073  -3.721
H  -4.259  -1.496  -2.695
H  -4.627  -1.977  -5.167
H  -4.792  -3.413  -4.130
H  -1.641  -4.688  -5.202
H  -3.045  -5.004  -4.156
H  -0.879  -2.873  -3.733
H  -1.159  -4.304  -2.735
C  1.071  5.445  1.157
C  1.386  4.314  2.135
C  1.914  3.090  1.461
N  1.307  1.956  1.438
N  1.992  0.985  0.743
C  3.110  1.409  0.225
N  3.940  0.625  -0.490
S  3.429  3.071  0.605
H  0.661  6.306  1.684
H  0.345  5.121  0.411
H  1.969  5.774  0.632
H  0.489  3.999  2.674
H  2.107  4.656  2.882
H  3.507  -0.209  -0.886
H  4.640  1.065  -1.063

## Properties
* HOMO-LUMO gap: 8.022 eV
* total charge: +1
* calculated total energy: -87660.702 eV
* energy above the lowest of the compared OMol25 structures with the same formula, charge and spin: 0.0 kJ/mol

Results of the Löwdin charge analysis, in e, for atoms 1 through 8: 1.58, -0.59, 0.72, -0.31, 0.72, -0.57, -0.28, -0.06


(2)
A molecular structure, C34H37EuN8O4 at a distorted geometry, computed with ωB97M-V/def2-TZVPD.

Geometry (Å):
Eu  2.113  -0.801  -0.108
C  3.472  -1.121  4.351
C  2.296  -1.665  3.544
C  1.275  -0.552  3.253
C  2.703  -2.348  2.246
C  4.025  -2.379  1.788
C  4.369  -3.060  0.629
C  3.407  -3.690  -0.162
C  3.796  -4.387  -1.437
C  2.091  -3.688  0.308
C  1.749  -3.046  1.500
H  3.108  -0.680  5.279
H  4.013  -0.343  3.802
H  4.181  -1.908  4.620
H  1.794  -2.423  4.148
H  1.599  0.082  2.420
H  1.166  0.110  4.111
H  0.283  -0.944  3.018
H  4.811  -1.937  2.384
H  5.410  -3.122  0.335
H  4.134  -3.663  -2.182
H  2.967  -4.955  -1.855
H  4.625  -5.072  -1.260
H  1.343  -4.270  -0.216
H  0.753  -3.181  1.906
C  -2.953  -3.153  -2.535
N  -1.901  -2.594  -1.672
C  -0.662  -2.249  -1.995
N  -0.023  -1.816  -0.913
C  -0.980  -1.915  0.068
N  -2.120  -2.390  -0.351
C  -4.251  -2.370  -2.527
C  -5.346  -2.955  -3.157
C  -6.574  -2.312  -3.167
C  -6.729  -1.088  -2.532
C  -5.638  -0.505  -1.903
C  -4.397  -1.139  -1.913
C  -5.798  0.748  -1.164
N  -6.867  1.275  -0.684
N  -6.465  2.424  -0.001
C  -5.193  2.502  -0.144
O  -4.688  1.464  -0.861
C  -4.242  3.484  0.378
C  -4.564  4.283  1.471
C  -3.616  5.156  1.977
C  -2.345  5.228  1.414
C  -2.035  4.450  0.308
C  -0.674  4.499  -0.354
N  -0.141  3.135  -0.552
C  0.450  2.330  0.316
N  0.547  1.109  -0.200
C  -0.041  1.251  -1.432
N  -0.457  2.459  -1.683
C  -2.991  3.587  -0.213
H  -3.138  -4.169  -2.196
H  -2.533  -3.201  -3.538
H  -0.256  -2.330  -2.993
H  -0.833  -1.622  1.096
H  -5.244  -3.924  -3.637
H  -7.418  -2.774  -3.662
H  -7.689  -0.587  -2.507
H  -3.572  -0.663  -1.401
H  -5.547  4.205  1.917
H  -3.862  5.779  2.828
H  -1.609  5.911  1.826
H  0.043  5.078  0.223
H  -0.736  4.918  -1.355
H  0.770  2.635  1.300
H  -0.143  0.458  -2.151
H  -2.767  2.989  -1.087
C  5.912  1.199  0.099
C  4.446  1.434  -0.168
C  4.119  2.858  -0.543
O  3.634  1.013  1.012
C  3.829  0.409  -1.125
O  2.783  0.689  -1.749
O  4.109  -0.815  -0.906
H  6.249  1.841  0.914
H  6.496  1.454  -0.787
H  6.103  0.158  0.356
H  4.446  3.536  0.247
H  3.053  2.985  -0.718
H  4.647  3.131  -1.458
H  3.918  1.547  1.765

## Properties
* <S²>: 12.013
* HOMO-LUMO gap (spin up / spin down): 4.735 / 7.034 eV
* total charge: +2
* calculated total energy: -75286.501 eV
* energy above the lowest of the compared OMol25 structures with the same formula, charge and spin: 57.2 kJ/mol
* spin multiplicity: 7

Results of the Löwdin charge analysis, in e, for atoms 1 through 8: 2.10, -0.06, -0.36, -0.06, -0.26, -0.03, -0.03, -0.28


(3)
2 unconnected molecules or ions with the total composition C34H37F6N3O4 at a distorted geometry, computed with ωB97M-V/def2-TZVPD.

Geometry (Å):
C  2.801  -4.846  3.859
N  2.381  -4.669  2.482
C  2.978  -5.621  1.562
C  1.777  -3.483  2.020
C  2.524  -2.300  1.804
C  1.921  -1.176  1.242
C  0.568  -1.187  0.894
C  -0.050  -0.004  0.129
C  -0.748  0.981  0.989
C  -1.848  0.347  1.715
O  -2.633  -0.425  1.196
O  -1.900  0.532  3.083
C  -1.635  1.889  3.505
C  -2.742  2.805  3.021
C  -1.545  1.875  5.032
O  -0.344  2.279  3.007
C  0.161  1.737  1.843
O  1.333  1.925  1.571
C  -0.193  -2.332  1.162
C  0.390  -3.458  1.728
H  2.215  -4.190  4.511
H  2.631  -5.891  4.154
H  3.874  -4.635  3.993
H  2.547  -5.498  0.562
H  4.072  -5.491  1.497
H  2.779  -6.640  1.920
H  3.587  -2.295  2.061
H  2.508  -0.274  1.052
H  0.722  0.522  -0.441
H  -0.807  -0.417  -0.540
H  -2.920  2.679  1.944
H  -3.664  2.536  3.555
H  -2.489  3.846  3.261
H  -0.845  1.099  5.356
H  -1.213  2.852  5.395
H  -2.536  1.667  5.446
H  -1.255  -2.349  0.906
H  -0.202  -4.347  1.957
C  1.740  8.557  -0.079
N  1.344  7.565  0.889
C  1.650  7.872  2.282
C  2.906  7.140  2.669
F  3.285  7.308  3.964
F  2.752  5.789  2.446
F  3.948  7.546  1.859
C  0.731  6.408  0.498
C  -0.238  5.765  1.305
C  -0.794  4.578  0.892
C  -0.445  3.930  -0.326
C  -1.104  2.718  -0.739
C  -1.363  2.453  -2.131
C  -1.648  1.143  -2.621
C  -1.684  0.872  -3.978
C  -1.686  1.915  -4.953
N  -1.679  1.669  -6.300
C  -1.170  0.434  -6.845
C  -2.381  2.498  -7.285
C  -1.517  3.457  -8.064
F  -2.054  3.776  -9.285
F  -1.326  4.643  -7.385
F  -0.264  2.941  -8.294
C  -1.623  3.249  -4.465
C  -1.434  3.490  -3.119
C  0.548  4.588  -1.117
C  1.070  5.808  -0.746
H  0.950  8.700  -0.832
H  1.907  9.509  0.440
H  2.662  8.273  -0.612
H  1.861  8.947  2.356
H  0.840  7.552  2.947
H  -0.578  6.263  2.216
H  -1.610  4.172  1.477
H  -1.698  2.150  0.018
H  -1.827  0.347  -1.900
H  -1.746  -0.169  -4.298
H  -0.787  -0.191  -6.039
H  -1.966  -0.094  -7.381
H  -0.350  0.638  -7.547
H  -2.788  1.814  -8.045
H  -3.159  3.100  -6.802
H  -1.648  4.074  -5.181
H  -1.350  4.524  -2.795
H  0.887  4.121  -2.047
H  1.796  6.321  -1.386

## Properties
* HOMO-LUMO gap: 5.236 eV
* calculated total energy: -64821.177 eV
* energy above the lowest of the compared OMol25 structures with the same formula, charge and spin: 0.0 kJ/mol

Results of the Löwdin charge analysis, in e, for atoms 1 through 8: -0.09, -0.26, -0.09, -0.26, 0.00, -0.03, -0.18, -0.12